Entry 1:
Density functional theory data (ωB97M-V/def2-TZVPD) for a gas-phase ion, C11H21N4 (charge +1) in a non-equilibrium geometry.

Cartesian coordinates (Å):
C (-1.0298, -1.6582, -2.3886)
C (-1.3957, -2.0686, -0.8439)
C (-2.9351, -1.6944, -0.3304)
C (-0.5101, -2.7701, 0.1246)
C (0.9888, -2.3048, 0.5987)
C (1.0149, -1.4723, 2.0321)
C (0.4417, 0.0602, 1.9268)
C (-1.1266, 0.1711, 2.4880)
C (0.6558, 0.7623, 0.4601)
C (0.6099, 2.4038, 0.4655)
N (1.0041, 2.8396, -0.9606)
N (0.0220, 2.9039, -1.9734)
N (0.7428, 3.2837, -3.0952)
C (2.2129, 3.4593, -2.7462)
N (2.3263, 3.1342, -1.2686)
H (-0.3275, -2.4062, -2.9513)
H (-0.6353, -0.5372, -2.4978)
H (-2.0631, -1.6666, -2.9864)
H (-3.4171, -2.7131, -0.0031)
H (-3.5892, -1.2757, -1.2336)
H (-2.9556, -0.9281, 0.5542)
H (-0.9574, -3.7474, 0.6424)
H (1.5953, -3.3105, 0.8120)
H (1.6082, -1.7592, -0.2617)
H (2.1586, -1.3774, 2.3544)
H (0.4450, -2.0791, 2.8555)
H (1.0802, 0.7061, 2.7015)
H (-1.5151, -0.8610, 2.9231)
H (-1.1871, 0.9800, 3.3576)
H (-1.7966, 0.5864, 1.6167)
H (-0.2054, 0.4005, -0.2708)
H (1.7250, 0.4308, 0.0673)
H (1.2677, 2.9053, 1.2956)
H (-0.5288, 2.7415, 0.5814)
H (3.1273, 3.7394, -3.4230)
H (3.1488, 3.1215, -0.6229)

Charge: +1
Strongest force on any atom in eV/A: 7.7
SMILES: CC(C)=CCC[C@H](C)CCn1nnc[nH+]1
Relative energy (zero: lowest compared OMol25 entry of this formula, charge and spin) in kJ/mol: 904.87

=====

Entry 2:
Density functional theory data (ωB97M-V/def2-TZVPD) for a molecular structure, C25H47Br2CuNO3Si2 in a non-equilibrium geometry.

Cartesian coordinates (Å):
O (-0.4504, -1.5050, 0.2537)
O (-2.3328, -0.4446, -3.5791)
C (0.4749, -2.4457, -0.3287)
C (0.9539, -3.5258, 0.6319)
H (1.3299, -1.8390, -0.6663)
H (-0.0558, -2.8919, -1.1877)
H (1.2025, -3.1597, 1.6359)
H (1.8459, -4.0064, 0.2278)
H (0.2107, -4.3249, 0.7159)
C (-1.5288, -2.1242, 0.9829)
C (-2.5346, -2.8634, 0.1262)
H (-1.9928, -1.2992, 1.5350)
H (-1.1094, -2.8246, 1.7129)
H (-2.8181, -2.2940, -0.7631)
H (-3.4221, -3.0160, 0.7454)
H (-2.1660, -3.8455, -0.1893)
C (-3.4323, 0.4731, -3.7854)
C (-2.2823, -1.4974, -4.5543)
C (-4.5985, 0.1912, -2.8616)
H (-3.7889, 0.4180, -4.8292)
H (-2.9814, 1.4547, -3.5911)
H (-5.0603, -0.7784, -3.0722)
H (-5.3634, 0.9541, -3.0129)
H (-4.2879, 0.2154, -1.8130)
C (-3.5425, -2.3475, -4.6303)
H (-1.4124, -2.0896, -4.2534)
H (-2.0981, -1.0379, -5.5389)
H (-3.8573, -2.7200, -3.6459)
H (-3.3401, -3.2130, -5.2683)
H (-4.3752, -1.7974, -5.0889)
H (-0.5693, 0.1580, -2.2794)
Cu (0.7440, -0.0375, 1.7524)
C (-0.1291, 1.1790, -2.2109)
Si (0.6658, 1.7288, -3.8462)
H (-0.9494, 1.8665, -1.9574)
H (0.5832, 1.2221, -1.3752)
C (1.5439, 0.2711, -4.6494)
C (1.9332, 3.0966, -3.6293)
C (-0.4835, 2.3829, -5.1932)
C (2.4379, 0.1924, 0.8631)
Si (3.5646, 1.0337, 2.0951)
H (2.4269, 0.6975, -0.1159)
H (2.7663, -0.8393, 0.6452)
C (4.3517, 2.4340, 1.0780)
C (4.8628, -0.2569, 2.5976)
C (2.8795, 1.8004, 3.6716)
H (0.1084, 2.5035, -6.1130)
H (-0.8989, 3.3685, -4.9472)
H (-1.3125, 1.7042, -5.4263)
H (2.4014, -0.0489, -4.0455)
H (1.9125, 0.5578, -5.6446)
H (0.8659, -0.5822, -4.7736)
H (2.5479, 2.9639, -2.7334)
H (1.4529, 4.0813, -3.5778)
H (2.6044, 3.1077, -4.4991)
H (5.0422, -0.9532, 1.7652)
H (4.5274, -0.8443, 3.4676)
H (5.8228, 0.2165, 2.8557)
H (2.5281, 1.0373, 4.3808)
H (2.0430, 2.4822, 3.4623)
H (3.6748, 2.3797, 4.1712)
H (5.2285, 2.8772, 1.5713)
H (3.6117, 3.2310, 0.9068)
H (4.6678, 2.0412, 0.1011)
Br (1.2049, -3.4160, 5.7814)
C (0.2844, -1.7888, 5.6509)
C (-0.2278, -1.1610, 6.7807)
C (-0.8642, 0.0725, 6.6993)
Br (-1.4754, 0.9038, 8.3244)
C (-1.0247, 0.7470, 5.4556)
C (-1.4700, 2.0748, 5.2928)
C (-1.4554, 2.6549, 4.0387)
C (-0.9672, 1.9394, 2.9371)
N (-0.4796, 0.6959, 3.0648)
C (-0.5471, 0.0821, 4.2822)
C (0.1906, -1.1581, 4.3539)
O (0.8025, -1.5617, 3.3075)
H (-0.0943, -1.6161, 7.7548)
H (-1.7720, 2.6192, 6.1757)
H (-1.8010, 3.6773, 3.8841)
H (-0.9473, 2.3669, 1.9404)

E_tot in eV: -234800.407
Strongest force on any atom in eV/A: 2.2
2S+1: 2

=====

Entry 3:
Density functional theory data (ωB97M-V/def2-TZVPD) for a molecular structure, C21H26N5ORuSSe2.

Cartesian coordinates (Å):
Ru (0.5940, 0.3077, 0.5813)
O (1.6454, 1.7037, 1.5535)
N (0.9407, 2.7224, 2.1019)
C (1.6184, 3.5158, 2.9628)
C (1.0030, 4.5972, 3.5242)
C (-0.3314, 4.8680, 3.1865)
C (-0.9933, 4.0481, 2.3058)
C (-0.3399, 2.9453, 1.7442)
S (-1.0735, 1.8747, 0.6011)
H (2.6401, 3.2157, 3.1386)
H (1.5521, 5.2228, 4.2115)
H (-0.8391, 5.7198, 3.6172)
H (-2.0197, 4.2317, 2.0212)
Se (2.3123, -1.6566, 1.1636)
Se (3.8266, -0.0067, 0.4161)
C (2.8989, 0.7118, -1.1263)
C (3.6977, 1.0557, -2.2019)
C (3.1070, 1.6491, -3.3086)
C (1.7367, 1.8535, -3.3182)
C (1.0016, 1.4662, -2.2156)
N (1.5696, 0.9121, -1.1363)
C (1.3510, -1.1245, 2.7819)
C (1.6543, -1.5974, 4.0367)
C (0.7427, -1.3322, 5.0586)
C (-0.4152, -0.6287, 4.7759)
C (-0.6387, -0.1824, 3.4804)
N (0.2341, -0.4321, 2.5080)
H (4.7600, 0.8537, -2.1782)
H (3.7134, 1.9341, -4.1579)
H (1.2396, 2.3077, -4.1630)
H (-0.0695, 1.6063, -2.1629)
H (2.5598, -2.1603, 4.2131)
H (0.9395, -1.6837, 6.0626)
H (-1.1423, -0.4173, 5.5466)
H (-1.5152, 0.3904, 3.2048)
C (-2.0881, -3.0344, -4.2137)
C (-1.6319, -3.5411, -2.8556)
N (-1.6737, -2.4980, -1.8146)
C (-3.0123, -2.1523, -1.3119)
C (-3.5145, -0.7922, -1.7841)
C (-0.5848, -1.8876, -1.3571)
C (0.7406, -2.2229, -1.9713)
N (-0.6511, -1.0006, -0.3761)
H (-2.0239, -3.8386, -4.9455)
H (-1.4638, -2.2085, -4.5588)
H (-3.1233, -2.6956, -4.1878)
H (-0.6290, -3.9503, -2.9124)
H (-2.2754, -4.3521, -2.5132)
H (-3.0166, -2.2257, -0.2205)
H (-3.6830, -2.9345, -1.6615)
H (-2.8776, 0.0285, -1.4514)
H (-4.5151, -0.6166, -1.3907)
H (-3.5676, -0.7555, -2.8708)
H (1.0444, -3.2316, -1.6874)
H (1.4985, -1.5290, -1.6313)
H (0.6898, -2.1806, -3.0583)
H (-1.6023, -0.8728, -0.0555)

Charge: +2
Strongest force on any atom in eV/A: 0.3
2S+1: 2
Relative energy (zero: lowest compared OMol25 entry of this formula, charge and spin) in kJ/mol: 0.00